1.
ORCA calculation (wB97M-V/def2-TZVPD) on a structure of composition C3H7AsF6KNO6.

Element x y z (Å)
K  -2.00777  -14.45372  29.02737
As  2.14477  -13.63535  28.55692
F  2.39301  -13.27393  30.20850
F  0.41030  -13.65826  28.81502
F  1.87274  -13.95583  26.88289
F  3.85603  -13.53906  28.27400
F  2.25866  -15.30560  28.85935
F  2.01825  -11.93763  28.21198
O  -0.35615  -17.59662  31.47248
C  -1.18558  -16.50926  31.72730
O  -2.30437  -16.79297  32.23647
O  -0.73867  -15.41266  31.38660
H  -0.85640  -18.32913  31.84730
C  -2.95218  -17.28517  26.39440
O  -2.57910  -16.89597  27.63672
H  -4.05061  -17.47815  26.28703
H  -2.67105  -16.54378  25.59519
H  -2.44097  -18.22838  26.05999
C  -6.16009  -12.73205  30.60747
N  -5.09124  -13.73935  30.31508
O  -5.34790  -14.64156  29.55202
O  -4.08466  -13.66441  30.99355
H  -5.79772  -11.75839  30.30010
H  -6.32428  -12.81674  31.67617
H  -7.04777  -13.03052  30.06257

Atoms 1-3, force components in eV/Å:
0.3037 -1.2924 0.1947
-0.2002 0.2045 -0.2825
0.0980 0.1837 0.6716

Computed properties:
- E_LUMO: 3.8 eV
- Total charge: -2
- Energy above the lowest of the compared OMol25 structures with the same formula, charge and spin: 0.0 kcal per mole
- Kohn-Sham gap: 4.29 eV

Atom charges from the Löwdin analysis, given in e for atoms 1 to 6: number 1, K, carries 0.8434; number 2, As, carries 0.6558; number 3, F, carries -0.2446; number 4, F, carries -0.3560; number 5, F, carries -0.2653; number 6, F, carries -0.2812

2.
ORCA calculation (wB97M-V/def2-TZVPD) on a cluster of 2 separate species, C3H7BO2 in total.

Element x y z (Å)
B  -2.98204  0.15310  0.05996
C  0.69483  -0.55170  0.27562
C  1.54705  0.38148  -0.01966
C  3.05924  0.23641  -0.01772
O  -3.79881  1.19349  0.13442
O  -3.38320  -1.09185  -0.26415
H  0.83927  -1.57342  0.57236
H  1.21044  1.36799  -0.31282
H  3.43604  0.33708  -1.03545
H  3.35364  -0.73324  0.37653
H  3.50473  1.02215  0.59276
H  -4.73890  1.05573  -0.04163
H  -2.74229  -1.79721  -0.32022

Atoms 1-3, force components in eV/Å:
0.7468 -0.5745 -0.0442
-0.0676 -0.1195 0.0169
0.4893 0.5201 -0.1959

Computed properties:
- E_LUMO (spin up / spin down): -0.1 / 0.1 eV
- Energy above the lowest of the compared OMol25 structures with the same formula, charge and spin: 102.8 kcal per mole
- Kohn-Sham gap (spin up / spin down): 8.74 / 7.59 eV

Atom charges from the natural (NBO) analysis, given in e for atoms 1 to 6: number 1, B, carries 0.9200; number 2, C, carries -0.1041; number 3, C, carries -0.3199; number 4, C, carries -0.6309; number 5, O, carries -0.9403; number 6, O, carries -0.9482

Please write out number 1 again, unchanged.
ORCA calculation (wB97M-V/def2-TZVPD) on a structure of composition C3H7AsF6KNO6.

Element x y z (Å)
K  -2.00777  -14.45372  29.02737
As  2.14477  -13.63535  28.55692
F  2.39301  -13.27393  30.20850
F  0.41030  -13.65826  28.81502
F  1.87274  -13.95583  26.88289
F  3.85603  -13.53906  28.27400
F  2.25866  -15.30560  28.85935
F  2.01825  -11.93763  28.21198
O  -0.35615  -17.59662  31.47248
C  -1.18558  -16.50926  31.72730
O  -2.30437  -16.79297  32.23647
O  -0.73867  -15.41266  31.38660
H  -0.85640  -18.32913  31.84730
C  -2.95218  -17.28517  26.39440
O  -2.57910  -16.89597  27.63672
H  -4.05061  -17.47815  26.28703
H  -2.67105  -16.54378  25.59519
H  -2.44097  -18.22838  26.05999
C  -6.16009  -12.73205  30.60747
N  -5.09124  -13.73935  30.31508
O  -5.34790  -14.64156  29.55202
O  -4.08466  -13.66441  30.99355
H  -5.79772  -11.75839  30.30010
H  -6.32428  -12.81674  31.67617
H  -7.04777  -13.03052  30.06257

Atoms 1-3, force components in eV/Å:
0.3037 -1.2924 0.1947
-0.2002 0.2045 -0.2825
0.0980 0.1837 0.6716

Computed properties:
- E_LUMO: 3.8 eV
- Total charge: -2
- Energy above the lowest of the compared OMol25 structures with the same formula, charge and spin: 0.0 kcal per mole
- Kohn-Sham gap: 4.29 eV

Atom charges from the Löwdin analysis, given in e for atoms 1 to 6: number 1, K, carries 0.8434; number 2, As, carries 0.6558; number 3, F, carries -0.2446; number 4, F, carries -0.3560; number 5, F, carries -0.2653; number 6, F, carries -0.2812

Among the records above, which one has the highest energy above the lowest of the compared OMol25 structures with the same formula, charge and spin? C3H7BO2

Which of these has the lowest energy above the lowest of the compared OMol25 structures with the same formula, charge and spin? C3H7AsF6KNO6